No. 1
{"formula": "C11H9N3O5S", "method": "wB97M-V/def2-TZVPD", "total_energy_ha": -1363.0284, "orbital_gap_ha": 0.3073, "relative_energy_ev": 0.1031, "charge": 0, "smiles": "O=S(=O)(Cc1noc(-c2ccno2)n1)Cc1ccco1", "largest_force_ev_per_a": 4.77, "species": ["O", "S", "O", "C", "C", "N", "O", "C", "C", "C", "C", "N", "O", "N", "C", "C", "C", "C", "C", "O", "H", "H", "H", "H", "H", "H", "H", "H", "H"], "xyz": [[-1.7770, 3.1375, -1.3368], [-0.7704, 2.2468, -0.7719], [0.4905, 2.9420, -0.8828], [-1.2737, 1.8190, 0.9294], [-0.1558, 1.2451, 1.4785], [0.2452, 1.7408, 2.5721], [1.3192, 0.8696, 2.8769], [1.4561, -0.0107, 1.7749], [2.7228, -0.9162, 1.6613], [3.7877, -1.1302, 2.4366], [4.5160, -2.2738, 1.8156], [3.9146, -2.6379, 0.6881], [2.7658, -1.7235, 0.5547], [0.4255, 0.0869, 1.0400], [-0.4800, 0.7877, -1.7048], [-1.7096, -0.1013, -1.7853], [-1.9517, -1.0415, -2.7388], [-3.3264, -1.4420, -2.5413], [-3.6762, -0.8405, -1.3772], [-2.7309, 0.0002, -0.9169], [-1.5739, 2.7379, 1.4669], [-2.0616, 1.0514, 0.9529], [4.1326, -0.7461, 3.3984], [5.3938, -2.8244, 2.0739], [0.3676, 0.1870, -1.3652], [-0.1987, 1.0877, -2.7312], [-1.3098, -1.2728, -3.5607], [-3.8979, -2.1280, -3.1398], [-4.6435, -0.8508, -0.8673]]}

***

No. 2
{"formula": "C38H49BrCl5InOP2Sb", "method": "wB97M-V/def2-TZVPD", "total_energy_ha": -7539.4428, "orbital_gap_ha": [0.1993, 0.1998], "relative_energy_ev": 29.2884, "charge": 1, "largest_force_ev_per_a": 7.94, "species": ["In", "Br", "C", "C", "C", "C", "C", "C", "C", "C", "C", "C", "H", "H", "H", "H", "H", "H", "C", "P", "C", "C", "C", "C", "C", "C", "C", "P", "C", "C", "H", "H", "H", "H", "H", "H", "H", "H", "H", "H", "H", "H", "H", "H", "H", "H", "Cl", "C", "C", "C", "Cl", "C", "Cl", "C", "Cl", "C", "Cl", "C", "C", "C", "Sb", "C", "C", "C", "C", "C", "C", "H", "H", "H", "H", "H", "H", "H", "H", "H", "H", "H", "H", "H", "H", "H", "H", "H", "H", "H", "H", "H", "C", "C", "C", "O", "H", "H", "H", "H", "H", "H"], "xyz": [[-0.2807, -0.5706, -0.4433], [-1.7344, -1.9593, -2.6615], [-1.4390, -3.7014, -1.9518], [-2.1502, -4.6890, -2.5643], [-1.9910, -6.0235, -2.1541], [-1.1166, -6.3094, -1.1559], [-0.3783, -5.2871, -0.5083], [0.5152, -5.6366, 0.5175], [1.2450, -4.6772, 1.1364], [1.0865, -3.3238, 0.7829], [0.1999, -2.8730, -0.1889], [-0.5326, -3.9089, -0.8748], [-2.8398, -4.4456, -3.3604], [-2.5554, -6.8064, -2.6412], [-0.9603, -7.3319, -0.8357], [0.6009, -6.6784, 0.8007], [1.9402, -4.9347, 1.9259], [1.7334, -2.6471, 1.3021], [-1.3285, -2.0262, 3.4383], [-1.6278, -1.0158, 1.9486], [-2.7551, -2.2370, 1.1301], [-2.9120, 0.2275, 2.3016], [-3.4495, 0.4116, 3.5719], [-4.4574, 1.3420, 3.7775], [-4.9302, 2.1056, 2.7194], [-4.3909, 1.9413, 1.4536], [-3.3795, 1.0085, 1.2355], [-2.6904, 0.7507, -0.4307], [-4.1329, 0.3627, -1.4788], [-2.2632, 2.4064, -1.0587], [-0.8149, -1.4847, 4.2289], [-0.6935, -2.8495, 3.1060], [-2.2719, -2.4312, 3.8055], [-3.6182, -2.4022, 1.7759], [-2.2203, -3.1742, 0.9836], [-3.1063, -1.8772, 0.1627], [-3.0852, -0.1787, 4.4033], [-4.8735, 1.4729, 4.7676], [-5.7186, 2.8275, 2.8843], [-4.7540, 2.5498, 0.6338], [-4.9005, 1.1272, -1.3589], [-4.5524, -0.6097, -1.2248], [-3.8025, 0.3455, -2.5173], [-3.0713, 3.1249, -0.9216], [-2.0554, 2.2951, -2.1252], [-1.3573, 2.7466, -0.5616], [2.5487, -0.4067, 0.1682], [2.0749, 0.0328, 1.5118], [2.2882, 0.1294, 2.8384], [1.8191, 0.5265, 4.1085], [0.2222, 1.0933, 4.4101], [2.8159, 0.3772, 5.0386], [2.6751, 0.7204, 6.7048], [4.0113, -0.1190, 4.4185], [5.4692, -0.4323, 5.2550], [3.7711, -0.2901, 3.0951], [4.9686, -0.9412, 1.8365], [0.6908, 4.3971, -2.5943], [1.6961, 3.5156, -1.8610], [3.1226, 3.8785, -2.2872], [1.5174, 1.3553, -2.1661], [0.7253, 0.8280, -4.1901], [0.9310, 1.9357, -5.2116], [1.3564, -0.4814, -4.6238], [2.8481, -1.3516, -0.9651], [3.3241, -2.1317, -2.0929], [2.9624, 0.9057, -0.4190], [0.7340, 5.4109, -2.1875], [-0.3372, 4.0444, -2.5023], [0.9420, 4.4580, -3.6523], [1.5938, 3.6427, -0.7823], [3.2361, 3.7626, -3.3662], [3.8700, 3.2541, -1.7977], [3.3341, 4.9229, -2.0384], [-0.3415, 0.6875, -3.9995], [1.9799, 2.2327, -5.2729], [0.3311, 2.8134, -4.9770], [0.6263, 1.5856, -6.2026], [2.4241, -0.3509, -4.8113], [0.8936, -0.8272, -5.5526], [1.2183, -1.2622, -3.8727], [2.3080, -1.5114, 0.7242], [3.5865, -1.4169, -2.8884], [2.5731, -2.8280, -2.4702], [4.2308, -2.6845, -1.8244], [3.3588, 1.8484, -0.0728], [3.7363, -0.6381, 0.7214], [1.3722, -0.2250, -0.2897], [1.7038, 3.4506, 2.2117], [0.4051, 2.9297, 1.6659], [-0.8216, 3.7104, 2.0523], [0.3556, 1.9796, 0.9029], [1.7762, 3.1956, 3.2710], [1.7366, 4.5391, 2.1406], [2.5587, 3.0088, 1.7046], [-0.8610, 4.6111, 1.4322], [-0.7661, 4.0321, 3.0920], [-1.7258, 3.1266, 1.8916]]}

***

No. 3
{"formula": "C26H24Br2N4S2Sn", "method": "wB97M-V/def2-TZVPD", "total_energy_ha": -7382.3215, "orbital_gap_ha": 0.2267, "relative_energy_ev": 0.0000, "charge": 2, "largest_force_ev_per_a": 0.25, "species": ["Sn", "C", "N", "C", "C", "N", "C", "C", "C", "C", "C", "C", "C", "S", "C", "C", "C", "C", "C", "C", "S", "H", "H", "H", "H", "H", "H", "H", "H", "H", "H", "H", "H", "H", "H", "H", "H", "H", "H", "Br", "C", "C", "C", "N", "C", "C", "C", "C", "C", "Br", "C", "C", "N", "H", "H", "H", "H", "H", "H"], "xyz": [[-1.2932, -0.1069, 0.1495], [-1.2514, -2.7672, -1.2395], [-0.1719, -1.7445, -1.1218], [1.0075, -2.3077, -0.4037], [0.8437, -2.3163, 1.1051], [0.8825, -0.9578, 1.6901], [0.2122, -0.9465, 3.0076], [2.2251, -0.4335, 1.8073], [3.1153, -0.9194, 2.7616], [4.3773, -0.3658, 2.9022], [4.7901, 0.6916, 2.0987], [3.9334, 1.1825, 1.1338], [2.6693, 0.6147, 0.9987], [1.5899, 1.1180, -0.2891], [0.1714, -1.2842, -2.4707], [0.9524, -2.0946, -3.2879], [1.2669, -1.6978, -4.5752], [0.7802, -0.4890, -5.0579], [-0.0061, 0.3126, -4.2528], [-0.3137, -0.0680, -2.9452], [-1.2930, 1.0611, -1.9880], [-0.8864, -3.6377, -1.7860], [-2.0890, -2.3364, -1.7894], [-1.5929, -3.0828, -0.2532], [1.8820, -1.7227, -0.6903], [1.1845, -3.3318, -0.7414], [1.6214, -2.9533, 1.5413], [-0.1131, -2.7590, 1.3900], [0.6262, -1.6891, 3.6929], [-0.8475, -1.1685, 2.8722], [0.3116, 0.0408, 3.4545], [2.8207, -1.7349, 3.4072], [5.0478, -0.7609, 3.6531], [5.7736, 1.1210, 2.2235], [4.2412, 1.9937, 0.4857], [1.3133, -3.0490, -2.9285], [1.8683, -2.3387, -5.2041], [1.0014, -0.1782, -6.0698], [-0.3966, 1.2478, -4.6315], [-0.3902, 5.9654, 3.9179], [-0.4408, 4.4184, 2.8777], [-1.3784, 3.4272, 3.1263], [-1.3500, 2.2928, 2.3362], [-0.4824, 2.1044, 1.3399], [0.4040, 3.0826, 1.0900], [0.4769, 4.2400, 1.8484], [1.3513, 2.8599, -0.0346], [1.8431, 3.8538, -0.7763], [2.8000, 3.8669, -1.8820], [3.3416, 5.6088, -2.3225], [3.3141, 2.8505, -2.6029], [3.0884, 1.4285, -2.4683], [2.4478, 0.7029, -1.6312], [-2.1043, 3.5266, 3.9196], [-2.0634, 1.4947, 2.5125], [1.2354, 4.9865, 1.6656], [1.4712, 4.8398, -0.5228], [3.9928, 3.1040, -3.4062], [3.5803, 0.8299, -3.2336]]}

***

No. 4
{"formula": "C10H30CrO6", "method": "wB97M-V/def2-TZVPD", "total_energy_ha": -1894.8204, "orbital_gap_ha": [0.2725, 0.2965], "relative_energy_ev": 2.0865, "charge": 0, "spin_multiplicity": 5, "largest_force_ev_per_a": 2.77, "species": ["Cr", "C", "C", "O", "H", "H", "H", "H", "H", "O", "H", "C", "C", "O", "H", "H", "H", "H", "H", "H", "C", "C", "O", "H", "H", "H", "H", "H", "H", "C", "C", "O", "H", "H", "H", "H", "H", "H", "C", "C", "O", "H", "H", "H", "H", "H", "H"], "xyz": [[-0.4235, 0.5910, -0.2197], [2.2488, -1.2843, 3.1411], [1.5918, -0.0613, 2.6174], [0.8318, -0.2638, 1.4149], [2.6714, -1.8212, 2.2919], [1.6105, -1.9864, 3.6777], [2.9993, -1.0311, 3.8899], [2.4692, 0.5718, 2.4851], [0.9643, 0.1779, 3.4759], [-1.6085, 1.2697, -1.7295], [-2.3785, 0.6684, -1.7322], [2.7522, 2.2314, -2.4726], [2.3241, 2.1004, -1.0399], [0.9746, 2.2572, -0.7579], [2.8008, 3.2849, -2.7481], [2.2184, 1.6890, -3.2529], [3.7817, 1.9291, -2.6646], [2.8569, 2.8065, -0.4029], [2.5643, 1.0677, -0.7872], [0.8565, 3.2070, -0.8327], [-3.2224, -1.7563, -1.7894], [-2.5267, -2.1769, -0.5024], [-1.7529, -1.1657, 0.0439], [-3.8186, -0.9763, -1.3159], [-3.8379, -2.5992, -2.1037], [-2.5330, -1.3905, -2.5503], [-1.9148, -3.0660, -0.6548], [-3.2136, -2.5973, 0.2322], [-1.3099, -1.6835, 0.7200], [-3.3316, 1.7676, 2.4186], [-1.8502, 2.0043, 2.5261], [-1.2556, 2.1390, 1.1800], [-3.9235, 1.7761, 3.3339], [-3.6241, 0.8498, 1.9084], [-3.7451, 2.5522, 1.7850], [-1.3578, 1.1769, 3.0369], [-1.6638, 2.8789, 3.1494], [-1.2843, 3.0868, 1.0302], [2.4924, -2.2303, -1.6282], [0.9546, -2.2650, -1.9592], [0.5230, -0.8999, -1.8352], [3.0538, -1.5973, -2.3153], [2.9169, -3.2341, -1.6106], [2.4646, -1.7315, -0.6594], [0.6257, -2.9505, -1.1782], [0.7540, -2.7487, -2.9152], [0.2746, -0.5666, -2.7005]]}